(1)
Density functional theory data (ωB97M-V/def2-TZVPD) for a cluster of 5 separate species, C15H39BrNO10P2 in total at a distorted geometry.

Summary:
- Largest force on an atom: 4.7 eV/Å
- Lowest unoccupied orbital energy: 0.711 eV
- E: -126770.7006 eV
- Charge: -1
- HOMO level: -2.726 eV

```
68
C15H39BrNO10P2 | OMol25 | ωB97M-V/def2-TZVPD
O -3.83221 23.55347 -2.44792
H -4.21661 22.71248 -2.18988
H -3.50679 23.36484 -3.33116
H -3.11486 23.78584 -1.85377
C -2.78257 24.70768 -9.53297
C -4.01856 24.60334 -8.65228
C -5.32650 24.78846 -9.46795
C -5.76344 23.57201 -10.19814
C -5.75573 22.32425 -9.35487
C -4.44073 22.01514 -8.60307
N -3.99069 23.29692 -7.91367
O -2.75019 23.04824 -7.08712
C -3.46242 21.36525 -9.61296
C -4.78492 20.96840 -7.56131
C -4.12331 25.76937 -7.60829
H -1.86357 24.59082 -8.95862
H -2.49582 25.65874 -9.98170
H -2.77675 23.93714 -10.30390
H -5.16974 25.47926 -10.29640
H -6.24686 25.14094 -9.00236
H -4.97767 23.42458 -10.93905
H -6.68193 23.62755 -10.78244
H -5.99493 21.42283 -9.91909
H -6.45097 22.50574 -8.53524
H -2.44985 21.45292 -9.21912
H -3.37649 21.84749 -10.58670
H -3.62033 20.28963 -9.69178
H -5.39281 20.10190 -7.82157
H -5.34441 21.63642 -6.90648
H -4.00197 20.68160 -6.85928
H -4.93364 25.72097 -6.88089
H -4.35321 26.69383 -8.13803
H -3.12781 25.89911 -7.18374
Br -6.67335 20.21824 -0.21752
C -2.88945 29.62055 0.74937
O -3.36291 30.49231 1.81431
P -2.35849 31.32746 2.82135
O -1.27215 32.10696 2.12406
O -1.91366 30.16053 3.90205
C -0.59646 29.68647 3.68621
O -3.41866 32.28521 3.71130
C -2.90105 33.32988 4.48188
H -1.81706 29.77637 0.63193
H -3.30568 29.77207 -0.24657
H -3.01453 28.55739 0.95465
H 0.05523 29.84329 4.54574
H -0.08756 30.18088 2.85875
H -0.58486 28.61184 3.50419
H -3.32835 33.26953 5.48281
H -3.33899 34.19852 3.99018
H -1.84799 33.59961 4.40179
C 2.00607 20.03668 1.50096
O 1.38450 21.15184 0.92260
P 0.90327 22.59286 1.59518
O -0.08580 23.40726 0.79593
O 0.29803 22.11871 3.04712
C -0.93089 22.51013 3.58173
O 2.23946 23.45349 1.97751
C 3.15957 22.93972 2.99721
H 2.86449 19.84850 0.85612
H 1.21352 19.29316 1.41640
H 2.32013 20.25034 2.52263
H -1.72224 21.77007 3.46267
H -1.35937 23.42353 3.16918
H -0.78110 22.81762 4.61667
H 3.49320 21.93512 2.73724
H 2.83147 22.89473 4.03568
H 4.07046 23.53589 2.94261
```

***

(2)
Density functional theory data (ωB97M-V/def2-TZVPD) for a structure of composition C6H7F6N2O8PtS2.

Summary:
- Largest force on an atom: 0.6 eV/Å
- Lowest unoccupied orbital energy: 2.499 eV
- Energy above the lowest of the compared OMol25 structures with the same formula, charge and spin: 28.3 kJ/mol
- E: -66920.7242 eV
- Charge: -1
- HOMO level: -6.137 eV

```
32
C6H7F6N2O8PtS2 | OMol25 | ωB97M-V/def2-TZVPD
Pt 0.26891 -0.00713 1.10984
F -0.91026 1.99966 -3.49824
C -0.30888 0.85489 -3.18879
F 0.48314 1.05968 -2.13299
F 0.45733 0.48286 -4.21891
S -1.53893 -0.47115 -2.83123
O -0.75489 -1.54494 -2.27092
O -2.18572 -0.68976 -4.08491
N -2.50146 0.23263 -1.82927
S -2.75237 0.16218 -0.29721
O -4.07750 -0.26962 0.00633
O -1.72854 -0.46244 0.54666
C -2.73891 1.96649 0.09702
F -3.62204 2.58557 -0.69009
F -1.54106 2.49904 -0.11421
F -3.10143 2.14579 1.35737
N 1.09673 -1.45101 -0.08760
C 2.56008 -1.37284 -0.21482
C 3.20373 -1.49101 1.15197
C 3.02425 -0.25179 2.03313
O 3.81586 -0.04647 2.92932
O 2.06865 0.57496 1.70450
H 0.85074 -2.31965 0.38245
H 0.62498 -1.46828 -0.99070
H 2.79967 -0.40678 -0.65734
H 2.91312 -2.16006 -0.88592
H 4.27654 -1.65234 1.05165
H 2.80662 -2.35670 1.69239
O -0.72464 -0.19066 3.94160
C -0.87146 0.93497 3.50754
O -0.55746 1.39987 2.33922
H -1.33476 1.71407 4.14219
```

***

(3)
Density functional theory data (ωB97M-V/def2-TZVPD) for an isolated molecule of C5H14N2O at a distorted geometry.

Summary:
- SMILES string: CCCCC(N)(N)O
- Largest force on an atom: 3.7 eV/Å
- Lowest unoccupied orbital energy: 0.982 eV
- Energy above the lowest of the compared OMol25 structures with the same formula, charge and spin: 158.0 kJ/mol
- E: -10439.3906 eV
- Charge: 0
- HOMO level: -9.572 eV

```
22
C5H14N2O | OMol25 | ωB97M-V/def2-TZVPD
C -0.31760 -3.29208 0.18591
C -0.39221 -1.88356 0.74286
C -0.02135 -0.74921 -0.44098
C -0.80635 0.48462 -0.18026
C 0.17944 1.85292 -0.14088
N 1.07884 1.85215 0.95349
N 0.96711 2.05312 -1.30322
O -0.65728 2.96223 -0.01738
H -0.44982 -4.04529 0.97119
H -1.11132 -3.46034 -0.55039
H 0.64312 -3.47850 -0.30436
H -1.37732 -1.71751 1.18839
H 0.34144 -1.73536 1.54026
H 1.06572 -0.65569 -0.47379
H -0.31848 -1.17490 -1.40436
H -1.38998 0.48782 0.74551
H -1.52971 0.65122 -0.98652
H 1.38635 2.81543 1.08730
H 0.54415 1.64680 1.79438
H 1.45546 2.94059 -1.20112
H 1.70586 1.35447 -1.28802
H -0.99607 3.09107 -0.91801
```

***

(4)
Density functional theory data (ωB97M-V/def2-TZVPD) for a structure of composition C2H6CrMnNO7S at a distorted geometry.

Summary:
- Largest force on an atom: 9.3 eV/Å
- 2S+1: 10
- Lowest unoccupied orbital energy (spin up / spin down): -6.407 / -6.466 eV
- Expectation value of S²: 24.7733
- E: -88557.5749 eV
- Charge: +1
- HOMO level (spin up / spin down): -10.829 / -10.810 eV

```
19
C2H6CrMnNO7S | OMol25 | ωB97M-V/def2-TZVPD
Mn -0.84937 -2.71411 2.42811
Cr -1.69543 0.30319 0.38959
C -0.06651 -2.27791 -0.61714
O -0.74465 -1.65191 0.40329
H 0.58074 -3.11256 -0.34787
H -0.71136 -2.63254 -1.42120
H 0.50820 -1.46929 -1.06875
S -0.36324 0.31825 3.42749
O -1.16454 0.75976 4.52284
O -0.90075 0.76955 2.13802
O 0.83716 0.97993 3.79049
O -0.13682 -1.10648 3.35457
C 1.00096 1.42873 -2.97755
N 0.36230 1.99459 -1.75102
O 0.21438 3.21647 -1.68093
O -0.19062 1.23560 -0.99772
H 1.98270 1.89767 -3.04384
H 0.20167 1.71004 -3.66319
H 1.13518 0.35097 -2.88528
```